This record from the Open Molecules 2025 dataset describes 6 unconnected molecules or ions with the total composition C26H61B2F2I2N4O22S5 at a distorted geometry. The level of theory is wB97M-V/def2-TZVPD.

Output
HOMO-LUMO gap in Eh: 0.3061
HOMO in eV: -11.99
LUMO energy in eV: -3.7

```
! RIJCOSX wB97M-V def2-TZVPD def2/J DEFGRID3
* xyz 1 1
C 2.13 -3.68 3.23
O 2.76 -4.09 2.00
B 1.98 -3.99 0.90
O 1.46 -5.11 0.31
N 1.70 -2.65 0.30
C 3.02 -1.90 0.12
C 3.41 -1.10 1.34
C 4.70 -0.36 1.02
O 5.74 -1.28 0.65
C 0.95 -2.66 -0.84
N -0.35 -2.57 -0.77
C -1.21 -2.39 0.40
I -1.65 -4.27 1.34
C -0.78 -1.31 1.38
C -1.86 -1.09 2.44
I -0.54 0.48 0.25
N 1.57 -2.68 -2.11
C 1.07 -1.85 -3.21
B 1.25 -0.26 -2.99
O 0.18 0.57 -3.08
O 2.47 0.27 -2.65
N 1.93 -4.00 -2.46
C 3.26 -4.09 -2.95
O 3.87 -3.23 -3.49
F 3.73 -5.29 -2.68
C 1.00 -4.74 -3.22
O 1.21 -5.21 -4.28
F -0.16 -4.81 -2.58
H 2.83 -3.90 4.04
H 1.92 -2.61 3.23
H 1.20 -4.22 3.38
H 2.15 -5.77 0.19
H 2.95 -1.22 -0.72
H 3.82 -2.59 -0.12
H 3.60 -1.74 2.19
H 2.65 -0.35 1.58
H 4.58 0.30 0.17
H 5.04 0.20 1.89
H 6.23 -1.54 1.44
H -0.84 -2.60 -1.66
H -2.17 -2.09 -0.01
H 0.15 -1.56 1.86
H -2.85 -1.33 2.05
H -1.84 -0.08 2.82
H -1.68 -1.77 3.26
H 0.03 -2.07 -3.50
H 1.68 -2.11 -4.07
H -0.51 0.22 -3.65
H 3.13 0.18 -3.34
O -4.81 -0.09 2.25
S -6.23 -0.16 2.03
O -6.79 0.55 0.94
O -6.97 0.20 3.38
C -6.65 1.47 4.02
C -7.26 2.66 3.32
C -6.73 -1.84 1.95
H -5.57 1.56 4.11
H -7.05 1.37 5.02
H -6.84 2.82 2.33
H -7.08 3.56 3.90
H -8.34 2.52 3.20
H -6.31 -2.38 2.80
H -6.35 -2.24 1.01
H -7.82 -1.88 1.97
O -6.10 3.81 -1.41
S -5.42 4.55 -0.39
O -6.06 4.76 0.87
O -4.95 5.93 -1.00
C -5.92 6.76 -1.69
C -6.86 7.50 -0.77
C -3.82 3.89 -0.14
H -6.45 6.14 -2.41
H -5.31 7.46 -2.25
H -7.52 6.82 -0.23
H -7.48 8.18 -1.36
H -6.31 8.08 -0.03
H -3.33 3.77 -1.11
H -3.94 2.93 0.35
H -3.26 4.57 0.50
O 1.43 -7.39 6.19
S 2.61 -7.51 5.39
O 3.13 -6.34 4.74
O 2.37 -8.64 4.30
C 1.18 -8.53 3.49
C 1.29 -7.42 2.46
C 3.89 -8.31 6.28
H 0.32 -8.38 4.14
H 1.07 -9.50 3.01
H 1.37 -6.45 2.95
H 0.41 -7.41 1.81
H 2.19 -7.56 1.85
H 3.49 -9.21 6.74
H 4.23 -7.61 7.03
H 4.70 -8.55 5.59
O 6.26 3.44 0.25
S 7.28 3.82 -0.69
O 7.39 5.17 -1.12
O 7.15 2.87 -1.96
C 5.87 2.80 -2.62
C 5.56 4.03 -3.44
C 8.84 3.25 -0.13
H 5.10 2.60 -1.88
H 5.95 1.93 -3.26
H 5.43 4.91 -2.81
H 4.63 3.88 -4.00
H 6.36 4.24 -4.15
H 8.76 2.21 0.17
H 9.11 3.87 0.72
H 9.56 3.37 -0.94
O -0.40 4.25 -4.66
S -1.01 4.95 -3.57
O -1.87 4.24 -2.68
O -1.76 6.22 -4.14
C -2.71 6.05 -5.22
C -4.00 5.40 -4.78
C 0.21 5.81 -2.64
H -2.23 5.50 -6.03
H -2.89 7.06 -5.58
H -3.83 4.37 -4.46
H -4.72 5.38 -5.60
H -4.43 5.93 -3.94
H 0.84 6.37 -3.32
H 0.78 5.06 -2.11
H -0.29 6.47 -1.94
*
```